[1]
36
Properties=species:S:1:pos:R:3 method="wB97M-V/def2-TZVPD" charge=-1 gap_ev=5.02 homo_ha=-0.1493
F 5.076 0.031 1.677
C 3.949 -0.681 1.861
F 3.896 -1.676 0.947
F 3.997 -1.244 3.099
S 2.401 0.398 1.718
C 1.230 -0.651 2.439
C -0.164 -0.577 2.137
C -0.828 0.672 1.995
C -2.198 0.720 1.801
C -2.924 -0.465 1.702
C -4.420 -0.358 1.614
F -4.983 -1.444 1.010
F -4.984 -0.258 2.863
F -4.815 0.752 0.913
C -2.299 -1.712 1.773
C -0.939 -1.772 2.021
O 2.674 1.551 2.565
O 2.122 0.613 0.309
H 1.640 -1.481 3.028
H -0.237 1.582 2.092
H -2.700 1.679 1.728
H -2.873 -2.627 1.650
H -0.406 -2.726 2.120
O 5.252 2.073 8.182
N 4.489 2.357 7.236
O 4.523 3.457 6.615
C 3.499 1.452 6.758
C 3.173 0.179 7.170
C 2.131 -0.297 6.323
N 1.088 -1.171 6.759
O 0.046 -1.150 6.057
O 1.219 -1.856 7.790
C 1.807 0.567 5.251
S 2.609 2.048 5.368
H 3.648 -0.356 7.990
H 1.046 0.392 4.491

[2]
34
Properties=species:S:1:pos:R:3 method="wB97M-V/def2-TZVPD" e_above_lowest_ev=1.2377 gap_ev="4.37 / 4.34" homo_ha="-0.2909 / -0.2906"
Pt 0.776 1.038 2.539
Se 0.340 1.879 4.884
Se -0.536 0.180 6.085
Te -0.052 -1.924 4.920
Se 1.118 -1.320 2.950
O 2.155 1.902 -0.033
B 2.057 0.959 0.989
O 2.762 -0.203 0.634
C 3.258 0.034 -0.628
C 4.000 -0.800 -1.431
C 4.345 -0.305 -2.688
C 3.965 0.969 -3.095
C 3.227 1.810 -2.262
C 2.886 1.305 -1.029
H 4.294 -1.788 -1.102
H 4.920 -0.928 -3.360
H 4.247 1.317 -4.079
H 2.928 2.803 -2.566
O -5.314 1.067 1.401
S -4.245 0.183 1.747
O -4.433 -0.810 2.762
N -2.895 1.117 2.127
C -2.005 1.000 1.213
S -0.628 2.089 1.078
C -2.276 -0.004 0.141
C -1.464 -0.408 -0.902
C -1.977 -1.333 -1.804
C -3.270 -1.829 -1.665
C -4.077 -1.437 -0.602
C -3.544 -0.533 0.290
H -0.463 -0.009 -1.005
H -1.364 -1.669 -2.631
H -3.654 -2.530 -2.395
H -5.080 -1.824 -0.482

[3]
28
Properties=species:S:1:pos:R:3 method="wB97M-V/def2-TZVPD" spin_multiplicity=4 gap_ev="6.85 / 6.70" homo_ha="-0.3042 / -0.3036"
Co 0.309 -0.636 -0.382
O -0.579 2.813 -2.490
C -0.065 1.756 -1.884
O -0.552 0.629 -1.941
C 1.175 2.034 -1.100
C 2.048 3.104 -1.193
C 3.202 3.013 -0.411
C 3.476 1.891 0.372
C 2.552 0.858 0.392
N 1.427 1.014 -0.286
C 2.739 -0.525 1.026
O 3.680 -0.649 1.779
O 1.830 -1.413 0.742
H -1.351 2.520 -3.004
H 1.871 3.945 -1.846
H 3.918 3.823 -0.451
H 4.389 1.795 0.943
Br -5.161 -3.762 1.872
C -3.613 -2.869 1.240
C -2.727 -3.539 0.414
C -1.600 -2.867 -0.041
C -1.330 -1.541 0.304
C -2.250 -0.911 1.141
C -3.387 -1.558 1.615
H -2.912 -4.569 0.140
H -0.913 -3.419 -0.676
H -2.094 0.117 1.453
H -4.083 -1.053 2.271

[4]
26
Properties=species:S:1:pos:R:3 method="wB97M-V/def2-TZVPD" charge=+1 gap_ev=7.48 homo_ha=-0.4881
O -3.263 2.730 -2.683
C -2.645 2.595 -1.680
N -2.408 3.656 -0.688
C -1.019 3.376 -0.286
O -0.190 4.189 -0.037
C -0.825 1.890 -0.412
C 0.110 1.046 0.155
C 0.032 -0.321 -0.153
C 1.028 -1.280 0.444
C 2.335 -0.868 0.765
C 3.195 -1.809 1.282
C 2.728 -3.122 1.489
N 1.496 -3.512 1.222
C 0.661 -2.607 0.695
C -0.977 -0.791 -1.031
C -1.897 0.074 -1.597
C -1.810 1.414 -1.262
H -2.946 3.396 0.142
H 0.865 1.446 0.820
H 2.657 0.149 0.596
H 4.219 -1.554 1.523
H 3.401 -3.870 1.890
H -0.335 -2.965 0.431
H -1.016 -1.844 -1.272
H -2.655 -0.274 -2.286
Cu -0.741 -1.144 1.934